Formula: C70H112N6O28
Source: OMol25
Level of theory: the ωB97M-V functional and the def2-TZVPD basis

Bonds (Å) are listed after each position.
Element x y z (Å)
1 C 9.835 -32.342 3.924  C2 1.412, C6 1.404, H10 1.103
2 C 9.142 -31.954 5.091  C1 1.412, C3 1.391, H11 1.079
3 C 8.670 -32.936 5.956  C2 1.391, C4 1.346, H12 1.083
4 C 8.849 -34.215 5.576  C3 1.346, C5 1.338, N7 1.485
5 C 9.539 -34.645 4.514  C4 1.338, C6 1.381, H13 1.064
6 C 10.101 -33.698 3.680  C1 1.404, C5 1.381, H14 1.073
7 N 8.172 -35.280 6.359  C4 1.485, O8 1.199, O9 1.228
8 O 8.181 -36.415 5.971  N7 1.199
9 O 7.602 -34.965 7.400  N7 1.228
10 H 10.222 -31.624 3.181  C1 1.103
11 H 8.936 -30.931 5.364  C2 1.079
12 H 8.158 -32.628 6.859  C3 1.083
13 H 9.677 -35.684 4.332  C5 1.064
14 H 10.625 -33.907 2.767  C6 1.073
15 C 9.150 -28.977 -6.139  C16 1.395, C20 1.425, H24 1.101
16 C 9.880 -29.994 -5.526  C15 1.395, C17 1.376, H25 1.060
17 C 9.869 -30.092 -4.153  C16 1.376, C18 1.367, H26 1.047
18 C 9.001 -29.270 -3.489  C17 1.367, C19 1.360, N21 1.471
19 C 8.163 -28.333 -4.009  C18 1.360, C20 1.394, H27 1.051
20 C 8.207 -28.208 -5.397  C15 1.425, C19 1.394, H28 1.118
21 N 9.044 -29.331 -2.020  C18 1.471, O22 1.199, O23 1.196
22 O 9.378 -30.389 -1.566  N21 1.199
23 O 8.672 -28.404 -1.363  N21 1.196
24 H 9.205 -28.899 -7.235  C15 1.101
25 H 10.443 -30.764 -5.988  C16 1.060
26 H 10.482 -30.772 -3.644  C17 1.047
27 H 7.472 -27.743 -3.483  C19 1.051
28 H 7.331 -27.760 -5.929  C20 1.118
29 C 11.462 -23.353 1.385  C30 1.425, C34 1.365, H38 1.091
30 C 12.318 -22.975 0.310  C29 1.425, C31 1.382, H39 1.096
31 C 11.853 -22.199 -0.734  C30 1.382, C32 1.362, H40 1.070
32 C 10.564 -21.769 -0.653  C31 1.362, C33 1.414, N35 1.476
33 C 9.670 -22.120 0.386  C32 1.414, C34 1.366, H41 1.083
34 C 10.173 -22.905 1.383  C29 1.365, C33 1.366, H42 1.090
35 N 10.033 -21.048 -1.826  C32 1.476, O36 1.241, O37 1.240
36 O 10.817 -20.690 -2.718  N35 1.241
37 O 8.814 -20.840 -1.732  N35 1.240
38 H 11.882 -23.920 2.216  C29 1.091
39 H 13.333 -23.389 0.324  C30 1.096
40 H 12.411 -21.822 -1.566  C31 1.070
41 H 8.615 -21.876 0.373  C33 1.083
42 H 9.445 -23.207 2.137  C34 1.090
43 C 8.073 -23.525 -2.788  C44 1.390, C48 1.414, H52 1.082
44 C 9.212 -23.630 -3.579  C43 1.390, C45 1.379, H53 1.082
45 C 10.267 -24.482 -3.327  C44 1.379, C46 1.392, H54 1.046
46 C 10.183 -25.141 -2.104  C45 1.392, C47 1.385, N49 1.517
47 C 9.104 -25.066 -1.239  C46 1.385, C48 1.400, H55 1.101
48 C 8.044 -24.204 -1.548  C43 1.414, C47 1.400, H56 1.089
49 N 11.370 -26.010 -1.732  C46 1.517, O50 1.205, O51 1.215
50 O 12.143 -26.261 -2.621  N49 1.205
51 O 11.386 -26.394 -0.579  N49 1.215
52 H 7.242 -22.877 -3.030  C43 1.082
53 H 9.229 -23.083 -4.512  C44 1.082
54 H 11.103 -24.529 -3.953  C45 1.046
55 H 9.192 -25.633 -0.299  C47 1.101
56 H 7.239 -24.223 -0.817  C48 1.089
57 C 7.716 -33.400 -0.124  C58 1.413, C62 1.391, H66 1.087
58 C 7.710 -34.656 0.524  C57 1.413, C59 1.368, H67 1.058
59 C 7.095 -34.841 1.732  C58 1.368, C60 1.368, H68 1.075
60 C 6.694 -33.712 2.393  C59 1.368, C61 1.384, N63 1.496
61 C 6.624 -32.461 1.806  C60 1.384, C62 1.396, H69 1.112
62 C 7.186 -32.298 0.539  C57 1.391, C61 1.396, H70 1.120
63 N 6.183 -33.845 3.793  C60 1.496, O64 1.202, O65 1.207
64 O 5.972 -34.933 4.258  N63 1.202
65 O 5.994 -32.794 4.356  N63 1.207
66 H 8.147 -33.337 -1.120  C57 1.087
67 H 8.147 -35.477 0.020  C58 1.058
68 H 7.091 -35.745 2.313  C59 1.075
69 H 6.228 -31.569 2.339  C61 1.112
70 H 7.210 -31.318 -0.002  C62 1.120
71 C 12.763 -29.526 0.914  C72 1.390, C76 1.406, H80 1.052
72 C 12.330 -29.779 -0.383  C71 1.390, C73 1.373, H81 1.086
73 C 12.057 -31.046 -0.836  C72 1.373, C74 1.381, H82 1.063
74 C 12.179 -32.091 0.059  C73 1.381, C75 1.362, N77 1.509
75 C 12.667 -31.919 1.319  C74 1.362, C76 1.407, H83 1.043
76 C 12.940 -30.619 1.780  C71 1.406, C75 1.407, H84 1.061
77 N 11.665 -33.439 -0.382  C74 1.509, O78 1.188, O79 1.210
78 O 11.152 -33.491 -1.452  N77 1.188
79 O 11.841 -34.362 0.380  N77 1.210
80 H 12.881 -28.552 1.293  C71 1.052
81 H 12.270 -28.927 -1.053  C72 1.086
82 H 11.735 -31.099 -1.847  C73 1.063
83 H 12.773 -32.729 1.969  C75 1.043
84 H 13.350 -30.448 2.745  C76 1.061
85 C 15.918 -26.387 1.622  C86 1.552, H89 1.129, H90 1.099, H91 1.063
86 C 15.490 -25.594 0.358  C85 1.552, O87 1.215, C88 1.470
87 O 15.708 -24.406 0.225  C86 1.215
88 C 14.886 -26.426 -0.692  C86 1.470, H92 1.091, H93 1.146, H94 1.072
89 H 16.473 -27.325 1.327  C85 1.129
90 H 15.061 -26.821 2.155  C85 1.099
91 H 16.495 -25.732 2.230  C85 1.063
92 H 15.655 -27.136 -1.001  C88 1.091
93 H 14.539 -25.754 -1.552  C88 1.146
94 H 14.080 -26.986 -0.260  C88 1.072
95 C 10.934 -22.523 8.352  C96 1.529, H99 1.107, H100 1.058, H101 1.118
96 C 11.191 -23.285 7.052  C95 1.529, O97 1.222, C98 1.484
97 O 11.702 -24.394 7.004  C96 1.222
98 C 10.795 -22.639 5.775  C96 1.484, H102 1.109, H103 1.106, H104 1.083
99 H 11.321 -23.075 9.230  C95 1.107
100 H 9.904 -22.356 8.525  C95 1.058
101 H 11.485 -21.556 8.244  C95 1.118
102 H 10.354 -21.631 5.911  C98 1.109
103 H 10.188 -23.322 5.154  C98 1.106
104 H 11.717 -22.516 5.221  C98 1.083
105 C 7.866 -25.421 8.199  O106 1.405, H111 1.081, H112 1.098, H113 1.085
106 O 7.105 -25.598 7.031  C105 1.405, C107 1.424
107 C 7.379 -24.630 6.023  O106 1.424, C108 1.527, H114 1.066, H115 1.058
108 C 6.859 -23.226 6.322  C107 1.527, O109 1.380, H116 1.092, H117 1.092
109 O 5.507 -23.160 6.053  C108 1.380, C110 1.443
110 C 4.943 -21.959 6.622  O109 1.443, H118 1.101, H119 1.098, H120 1.093
111 H 7.592 -24.549 8.774  C105 1.081
112 H 8.955 -25.457 8.064  C105 1.098
113 H 7.545 -26.173 8.912  C105 1.085
114 H 6.976 -25.029 5.121  C107 1.066
115 H 8.423 -24.501 5.910  C107 1.058
116 H 7.410 -22.508 5.710  C108 1.092
117 H 7.126 -23.066 7.369  C108 1.092
118 H 5.602 -21.100 6.426  C110 1.101
119 H 4.819 -22.137 7.698  C110 1.098
120 H 3.977 -21.809 6.133  C110 1.093
121 C 5.642 -28.587 -0.799  O122 1.418, H127 1.097, H128 1.117, H129 1.074
122 O 5.707 -29.542 -1.845  C121 1.418, C123 1.402
123 C 4.767 -30.554 -1.598  O122 1.402, C124 1.539, H130 1.125, H131 1.075
124 C 4.731 -31.548 -2.772  C123 1.539, O125 1.359, H132 1.106, H133 1.106
125 O 5.730 -32.449 -2.972  C124 1.359, C126 1.403
126 C 6.945 -31.937 -3.452  O125 1.403, H134 1.119, H135 1.073, H136 1.121
127 H 4.707 -28.017 -0.866  C121 1.097
128 H 6.463 -27.900 -1.115  C121 1.117
129 H 5.834 -29.063 0.144  C121 1.074
130 H 3.728 -30.123 -1.610  C123 1.125
131 H 5.049 -30.981 -0.653  C123 1.075
132 H 4.685 -30.909 -3.673  C124 1.106
133 H 3.855 -32.185 -2.551  C124 1.106
134 H 7.410 -32.768 -4.038  C126 1.119
135 H 7.585 -31.706 -2.623  C126 1.073
136 H 6.785 -31.037 -4.100  C126 1.121
137 C 8.750 -29.677 1.806  O138 1.402, H143 1.125, H144 1.046, H145 1.051
138 O 9.545 -28.899 2.658  C137 1.402, C139 1.383
139 C 9.853 -27.651 2.148  O138 1.383, C140 1.491, H146 1.086, H147 1.102
140 C 10.933 -26.904 2.854  C139 1.491, O141 1.403, H148 1.079, H149 1.081
141 O 10.450 -26.078 3.880  C140 1.403, C142 1.434
142 C 10.109 -26.935 4.978  O141 1.434, H150 1.111, H151 1.100, H152 1.092
143 H 9.284 -29.870 0.835  C137 1.125
144 H 7.859 -29.166 1.607  C137 1.046
145 H 8.703 -30.596 2.314  C137 1.051
146 H 8.922 -27.094 2.096  C139 1.086
147 H 10.181 -27.753 1.101  C139 1.102
148 H 11.456 -26.211 2.215  C140 1.079
149 H 11.700 -27.606 3.152  C140 1.081
150 H 9.290 -27.626 4.683  C142 1.111
151 H 9.773 -26.336 5.838  C142 1.100
152 H 10.999 -27.482 5.294  C142 1.092
153 C 6.436 -25.564 1.734  O154 1.403, H159 1.079, H160 1.117, H161 1.080
154 O 5.859 -24.564 0.937  C153 1.403, C155 1.369
155 C 5.535 -23.412 1.603  O154 1.369, C156 1.521, H162 1.070, H163 1.086
156 C 4.500 -23.476 2.716  C155 1.521, O157 1.413, H164 1.118, H165 1.081
157 O 3.501 -24.418 2.384  C156 1.413, C158 1.435
158 C 2.408 -24.377 3.313  O157 1.435, H166 1.107, H167 1.052, H168 1.139
159 H 6.507 -26.418 1.078  C153 1.079
160 H 5.810 -25.862 2.610  C153 1.117
161 H 7.421 -25.271 2.070  C153 1.080
162 H 5.312 -22.706 0.831  C155 1.070
163 H 6.416 -23.001 2.087  C155 1.086
164 H 4.124 -22.441 2.911  C156 1.118
165 H 5.033 -23.809 3.596  C156 1.081
166 H 1.496 -23.871 2.944  C158 1.107
167 H 2.684 -24.004 4.257  C158 1.052
168 H 2.140 -25.469 3.501  C158 1.139
169 C 3.284 -31.781 2.216  O170 1.402, H175 1.093, H176 1.077, H177 1.088
170 O 3.891 -30.518 2.277  C169 1.402, C171 1.382
171 C 3.708 -29.885 3.492  O170 1.382, C172 1.532, H178 1.112, H179 1.102
172 C 4.449 -28.545 3.478  C171 1.532, O173 1.364, H180 1.098, H181 1.119
173 O 5.790 -28.651 3.251  C172 1.364, C174 1.479
174 C 6.581 -29.283 4.329  O173 1.479, H182 1.083, H183 1.050, H184 1.110
175 H 2.201 -31.779 2.368  C169 1.093
176 H 3.626 -32.397 3.031  C169 1.077
177 H 3.455 -32.167 1.214  C169 1.088
178 H 4.040 -30.487 4.365  C171 1.112
179 H 2.666 -29.642 3.760  C171 1.102
180 H 4.171 -28.005 4.393  C172 1.098
181 H 4.160 -27.888 2.619  C172 1.119
182 H 6.344 -28.894 5.312  C174 1.083
183 H 7.606 -29.142 4.150  C174 1.050
184 H 6.448 -30.384 4.293  C174 1.110
185 C 14.322 -24.021 4.465  O186 1.444, H191 1.101, H192 1.068, H193 1.087
186 O 13.887 -25.399 4.461  C185 1.444, C187 1.461
187 C 14.062 -26.070 5.746  O186 1.461, C188 1.493, H194 1.111, H195 1.087
188 C 15.504 -26.357 6.009  C187 1.493, O189 1.380, H196 1.105, H197 1.097
189 O 15.832 -27.230 4.992  C188 1.380, C190 1.396
190 C 17.129 -27.723 5.142  O189 1.396, H198 1.087, H199 1.071, H200 1.074
191 H 14.071 -23.485 5.393  C185 1.101
192 H 13.823 -23.515 3.668  C185 1.068
193 H 15.385 -23.946 4.248  C185 1.087
194 H 13.624 -27.073 5.553  C187 1.111
195 H 13.535 -25.533 6.530  C187 1.087
196 H 15.589 -26.807 7.015  C188 1.105
197 H 16.182 -25.497 5.952  C188 1.097
198 H 17.871 -26.938 5.265  C190 1.087
199 H 17.454 -28.276 4.283  C190 1.071
200 H 17.167 -28.264 6.068  C190 1.074
201 C 6.780 -29.976 8.153  O202 1.408, H207 1.100, H208 1.079, H209 1.091
202 O 7.982 -30.274 7.483  C201 1.408, C203 1.454
203 C 9.046 -29.319 7.750  O202 1.454, C204 1.468, H210 1.069, H211 1.106
204 C 9.887 -29.581 8.924  C203 1.468, O205 1.433, H212 1.106, H213 1.102
205 O 9.146 -29.070 10.039  C204 1.433, C206 1.395
206 C 9.723 -29.262 11.295  O205 1.395, H214 1.083, H215 1.147, H216 1.101
207 H 6.068 -30.806 8.034  C201 1.100
208 H 6.277 -29.120 7.729  C201 1.079
209 H 6.983 -29.766 9.204  C201 1.091
210 H 8.602 -28.362 7.919  C203 1.069
211 H 9.664 -29.205 6.840  C203 1.106
212 H 10.870 -29.081 8.845  C204 1.106
213 H 10.000 -30.663 9.094  C204 1.102
214 H 9.104 -28.732 12.009  C206 1.083
215 H 10.783 -28.868 11.484  C206 1.147
216 H 9.728 -30.301 11.661  C206 1.101

Computed properties:
E_LUMO	-0.62	eV
calculated total energy	-5168.7987	a.u.
max |F|	3.4	eV/Å
frontier orbital gap	8.776	eV

Mulliken atomic charge list, values in e, 99 entries: -0.639, 0.427, -0.741, -0.147, -0.804, -0.320, 1.274, -0.647, -0.687, 0.221, -0.015, 0.795, 0.530, 0.655, -0.681, -1.002, -0.102, -0.113, -0.081, -0.937, 0.663, -0.292, 0.096, 0.376, 0.492, 0.482, 0.594, 0.378, 0.126, -0.191, -1.047, -0.425, -0.379, -0.474, 1.226, -0.648, -0.631, 0.325, 0.476, 0.619, 0.565, 0.414, -0.948, -0.676, -1.102, -0.571, 1.316, -0.584, 0.823, -0.709, 0.297, 0.435, 0.427, 0.787, 0.173, 0.453, -0.960, -1.119, -0.882, 0.437, -0.002, 0.543, 1.259, -0.691, -0.592, 0.491, 0.479, 0.581, 0.202, 0.160, -0.309, 0.066, -0.613, 0.002, -0.740, -1.054, 1.240, -0.652, -0.684, 0.535, 0.461, 0.394, 0.707, 0.636, -1.033, 0.774, -0.629, -0.401, 0.457, 0.175, 0.303, 0.531, 0.126, -0.272, -1.512, 0.859, -0.520, -0.261, 0.341